(1)
Formula: C2H2Cl2O2S
Source: the OMol25 dataset
Level of theory: ωB97M-V/def2-TZVPD

Computed properties:
HOMO level (spin up / spin down)   -0.3707 / -0.3707 hartree
Structure (SMILES)   O=C(O)Cl.S=CCl
ΔE to the lowest compared entry with this formula, charge and spin   0.0000 eV
Electronic energy   -42081.1532 eV
Frontier orbital gap (spin up / spin down)   8.95 / 8.95 eV
Spin multiplicity   1

Cartesian coordinates (Å):
1 O 1.3384 -1.7361 -1.1441
2 C 2.0049 -0.8744 -0.6735
3 O 1.7012 0.3903 -0.5361
4 Cl 3.5993 -1.1566 -0.0189
5 H 0.7898 0.5703 -0.8786
6 S -1.2961 0.0498 -1.3403
7 C -1.6970 -0.8296 -0.0497
8 Cl -3.0790 -1.8034 0.0513
9 H -1.0871 -0.8415 0.8481


(2)
Formula: C3H4FP
Source: the OMol25 dataset
Level of theory: ωB97M-V/def2-TZVPD

Computed properties:
HOMO level (spin up / spin down)   -0.3195 / -0.3739 hartree
ΔE to the lowest compared entry with this formula, charge and spin   0.0000 eV
Electronic energy   -15178.2514 eV
Frontier orbital gap (spin up / spin down)   9.42 / 9.23 eV
Spin multiplicity   3

Cartesian coordinates (Å):
1 C -1.2014 -0.5712 1.0932
2 C -0.1314 -0.1097 0.8453
3 C 1.0373 0.7051 0.5386
4 F -1.0906 0.1416 -2.5914
5 P -0.8822 -1.5073 -2.2899
6 H -1.9415 -1.2670 1.0982
7 H 1.4544 0.4394 -0.4641
8 H 1.8545 0.4418 1.2648
9 H 0.9010 1.7274 0.5053


(3)
Formula: C32H30BrN7O2Ti
Source: the OMol25 dataset
Level of theory: ωB97M-V/def2-TZVPD

Computed properties:
HOMO level (spin up / spin down)   -0.3538 / -0.3814 hartree
Net charge   +1
ΔE to the lowest compared entry with this formula, charge and spin   0.5962 eV
Electronic energy   -141349.0695 eV
Frontier orbital gap (spin up / spin down)   6.18 / 6.85 eV
Spin multiplicity   2

Cartesian coordinates (Å):
1 Ti -0.3127 -0.9491 0.5789
2 C 1.4456 1.3766 5.2710
3 C 1.5309 1.5986 3.9049
4 C 0.8584 0.7608 3.0277
5 C 0.0977 -0.3028 3.5014
6 C 0.0010 -0.5176 4.8699
7 C 0.6775 0.3195 5.7447
8 N -0.5749 -1.1185 2.5360
9 N -1.3218 -2.0727 3.0123
10 C -1.9340 -2.7771 1.9917
11 C -2.8042 -3.8229 2.3266
12 C -3.4281 -4.5211 1.3167
13 C -3.1900 -4.1957 -0.0266
14 C -2.3208 -3.1732 -0.3583
15 C -1.6786 -2.4370 0.6441
16 H 1.9662 2.0278 5.9611
17 H 2.1145 2.4266 3.5226
18 H 0.9191 0.9665 1.9632
19 H -0.6013 -1.3392 5.2299
20 H 0.6017 0.1459 6.8102
21 H -2.9730 -4.0575 3.3706
22 H -4.1094 -5.3268 1.5604
23 H -3.6949 -4.7486 -0.8092
24 H -2.1368 -2.9436 -1.4014
25 Br 2.3303 5.3937 -6.0796
26 C 0.6139 5.0423 -5.3804
27 C 0.4432 4.9556 -4.0053
28 C -0.8128 4.6769 -3.4932
29 C -1.8900 4.4995 -4.3539
30 C -1.7211 4.6526 -5.7176
31 C -0.4594 4.8990 -6.2417
32 N -3.2516 4.3231 -3.8848
33 N -3.5567 3.4645 -3.0490
34 C -2.6523 2.4031 -2.6689
35 C -2.0564 1.5579 -3.5602
36 C -1.2665 0.4648 -3.1304
37 C -1.0816 0.2374 -1.7992
38 O -0.2912 -0.7249 -1.2662
39 C -1.7486 1.0687 -0.8697
40 N -1.5698 0.7485 0.4572
41 C -2.1576 1.4925 1.3749
42 C -2.9685 2.5862 1.0471
43 C -3.1637 2.9099 -0.2679
44 C -2.5404 2.1433 -1.2792
45 H 1.2854 5.1074 -3.3439
46 H -0.9588 4.6278 -2.4216
47 H -2.5804 4.5625 -6.3708
48 H -0.3186 4.9983 -7.3090
49 H -2.1942 1.7260 -4.6205
50 H -0.7902 -0.1858 -3.8529
51 H -1.9993 1.2051 2.4061
52 H -3.4371 3.1511 1.8404
53 H -3.7983 3.7408 -0.5506
54 C 5.1102 -1.8963 0.3961
55 N 3.7238 -1.4289 0.4525
56 C 3.4965 0.0084 0.2379
57 C 2.6359 -2.1873 0.6740
58 O 1.5096 -1.5855 0.6745
59 N 2.6074 -3.5199 0.8193
60 C 1.2828 -4.1572 0.8464
61 C 3.6658 -4.4191 1.2918
62 H 5.7255 -1.0593 0.0849
63 H 5.2364 -2.6909 -0.3381
64 H 5.4770 -2.2202 1.3675
65 H 4.4237 0.4440 -0.1188
66 H 3.2091 0.5074 1.1619
67 H 2.7273 0.1685 -0.5131
68 H 0.6624 -3.8063 0.0291
69 H 0.7653 -3.9737 1.7887
70 H 1.4342 -5.2269 0.7295
71 H 4.6300 -3.9470 1.3628
72 H 3.7423 -5.2673 0.6140
73 H 3.3951 -4.7891 2.2815


(4)
Formula: CH2O2
Source: the OMol25 dataset
Level of theory: ωB97M-V/def2-TZVPD

Computed properties:
HOMO level   -0.3936 hartree
Structure (SMILES)   C1OO1
ΔE to the lowest compared entry with this formula, charge and spin   4.2707 eV
Electronic energy   -5160.1435 eV
Frontier orbital gap   11.72 eV
Spin multiplicity   1

Cartesian coordinates (Å):
1 C -0.0544 0.0202 0.1704
2 O 0.8525 0.2511 -0.8138
3 O -0.2864 -0.6159 -0.9888
4 H 0.0884 -0.5412 1.1207
5 H -0.6001 0.8858 0.5114